Entry 1:
{"formula": "C4H35NO13S", "method": "the ωB97M-V functional and the def2-TZVPD basis", "de_lowest_kcal_mol": 27.9, "lumo_ev": -0.1, "orbital_gap_ha": 0.3286, "species": ["C", "O", "C", "C", "C", "S", "N", "H", "H", "H", "H", "H", "H", "H", "H", "H", "H", "H", "H", "H", "O", "H", "H", "O", "H", "H", "O", "H", "H", "O", "H", "H", "O", "H", "H", "O", "H", "H", "O", "H", "H", "O", "H", "H", "O", "H", "H", "O", "H", "H", "O", "H", "H", "O"], "xyz": [[-0.7314, 1.4272, 1.7372], [-0.1116, 2.2741, 2.6618], [0.4055, 0.8236, 0.7042], [-0.4089, -0.0899, -0.2690], [0.2635, -0.8643, -1.4355], [0.5593, -2.5527, -0.8028], [1.3435, 1.7387, 0.0050], [-1.0735, 0.4326, 2.1610], [-1.5034, 2.0531, 1.1828], [0.7785, 1.8976, 2.8632], [1.1987, 0.1731, 1.1877], [-0.9704, -0.7907, 0.5781], [-1.3166, 0.5200, -0.5694], [1.1470, -0.3205, -1.8511], [-0.4874, -0.8937, -2.2467], [1.5647, -3.0095, -1.4569], [0.8156, 2.1618, -0.7671], [1.4703, 2.5386, 0.6948], [0.3378, -1.9677, 3.6167], [0.0630, -0.6215, 3.2056], [0.6111, -1.3929, 2.8141], [-4.3910, 0.5023, 0.5833], [-3.1104, 1.0532, -0.0399], [-3.6902, 0.3683, 0.0033], [-1.6227, -0.3700, -4.2527], [-2.8396, -0.2936, -3.3078], [-2.1475, 0.2810, -3.6963], [2.9955, 1.7278, -2.4987], [2.3973, 0.8299, -1.6315], [2.5542, 0.9706, -2.5460], [2.8317, 0.8025, 2.3861], [2.7855, -0.2289, 3.4123], [2.4278, 0.6335, 3.2059], [-3.9430, -1.0517, -1.1538], [-2.6659, -1.6711, -1.5811], [-3.4899, -1.3471, -1.9220], [3.8476, -1.2403, -2.0742], [4.1309, -1.2091, -0.5023], [3.9432, -1.8406, -1.2995], [-1.2232, 3.0237, -3.2719], [-2.2454, 1.9349, -3.1179], [-2.0653, 2.8715, -2.7356], [3.4738, -1.5910, 1.4555], [3.0549, -0.3551, 0.7301], [3.8140, -0.7524, 1.1497], [-1.8736, 2.5971, -0.7571], [-3.2274, 3.2272, -1.0707], [-2.7913, 2.7308, -0.3301], [-2.7136, -1.6221, 2.3373], [-2.7280, -2.7049, 1.1506], [-2.5027, -1.8491, 1.4848], [2.3844, -3.4734, 1.3543], [1.9581, -2.4338, 2.3943], [2.7163, -3.0571, 2.1280]], "forces_ev_per_a": [[2.127, -1.006, -1.827], [0.856, -0.126, 0.499], [0.118, -1.363, -0.612], [-1.959, -0.185, 2.838], [-0.426, 0.872, 0.110], [-1.426, 0.514, 1.181], [-1.288, 1.858, 1.008], [-0.539, 1.410, -0.152], [0.834, -1.269, 0.960], [-0.875, 0.220, 0.176], [-1.843, 0.421, 0.427], [1.531, 1.107, -2.714], [1.275, -0.663, -0.481], [-0.900, -1.047, 0.531], [0.536, -0.149, 0.329], [1.407, -0.186, -1.193], [0.279, 0.122, 0.113], [0.143, -1.008, -1.187], [0.970, 0.313, -2.011], [1.703, -0.877, -1.631], [-2.911, 0.121, 4.043], [-1.447, 0.894, 1.593], [1.872, 3.703, -0.008], [-1.528, -4.782, -1.129], [-0.846, 1.482, 0.883], [0.024, 0.233, 0.368], [0.723, -1.703, -1.230], [3.140, 5.223, -0.330], [-0.453, -0.337, 1.698], [-2.209, -4.486, -1.461], [1.075, 0.517, -1.611], [-0.030, -0.307, 0.273], [-0.781, 0.393, 1.697], [-0.523, 1.005, 1.167], [0.711, -0.297, 0.287], [0.077, -1.016, -1.941], [0.137, -0.580, 0.752], [-0.261, -1.723, -1.804], [0.266, 2.046, 0.606], [-1.589, 0.233, 1.103], [0.061, 1.546, 0.904], [1.986, -1.695, -2.669], [-0.157, -1.329, 0.419], [-0.530, 0.332, -0.341], [0.751, 1.263, -0.122], [-2.147, 0.509, 0.700], [0.498, -0.738, 0.989], [1.725, 0.968, -1.331], [-1.205, -0.093, 2.995], [-0.442, -0.728, 0.646], [1.512, 0.454, -3.393], [-0.470, -0.654, -1.236], [1.371, -1.272, -0.585], [-0.922, 1.857, 1.706]]}

***

Entry 2:
{"formula": "C17H27NO3", "method": "the ωB97M-V functional and the def2-TZVPD basis", "smiles": "CCCCOCCCNC(=O)CCCOc1ccccc1", "de_lowest_kcal_mol": 16.8, "lumo_ev": 0.8, "orbital_gap_ha": 0.3401, "species": ["C", "C", "C", "C", "O", "C", "C", "H", "H", "C", "N", "C", "O", "C", "C", "C", "H", "O", "C", "C", "C", "C", "C", "C", "H", "H", "H", "H", "H", "H", "H", "H", "H", "H", "H", "H", "H", "H", "H", "H", "H", "H", "H", "H", "H", "H", "H", "H"], "xyz": [[-2.4324, -4.4650, -0.7236], [-2.1545, -3.7953, 0.6173], [-2.0862, -2.2720, 0.5264], [-3.4241, -1.6308, 0.1727], [-3.2919, -0.2327, 0.3091], [-4.4637, 0.4831, -0.0182], [-4.2247, 1.9783, 0.1782], [-5.1759, 2.4974, 0.0568], [-3.8625, 2.1460, 1.1932], [-3.2105, 2.5450, -0.8173], [-1.8861, 2.0236, -0.5769], [-0.8436, 2.8100, -0.2314], [-0.8905, 4.0227, -0.2461], [0.3986, 2.0160, 0.1493], [1.6116, 2.9252, 0.3156], [2.8527, 2.1426, 0.7273], [2.6611, 1.5904, 1.6589], [3.1666, 1.2392, -0.3143], [4.2574, 0.4379, -0.1883], [5.1133, 0.4170, 0.9076], [6.1960, -0.4477, 0.9197], [6.4394, -1.2946, -0.1446], [5.5863, -1.2755, -1.2377], [4.5058, -0.4198, -1.2621], [3.8336, -0.3903, -2.1055], [5.7664, -1.9319, -2.0763], [7.2860, -1.9639, -0.1257], [6.8541, -0.4532, 1.7765], [4.9496, 1.0669, 1.7529], [3.6909, 2.8331, 0.8937], [1.3989, 3.6847, 1.0683], [1.8063, 3.4341, -0.6287], [0.1919, 1.4882, 1.0845], [0.6019, 1.2707, -0.6210], [-1.8442, 1.0277, -0.4102], [-3.1452, 3.6317, -0.7208], [-3.5208, 2.2995, -1.8402], [-4.7462, 0.2779, -1.0636], [-5.2924, 0.1484, 0.6259], [-3.7191, -1.8752, -0.8587], [-4.2129, -1.9981, 0.8482], [-1.3444, -1.9789, -0.2189], [-1.7702, -1.8644, 1.4887], [-2.9283, -4.0802, 1.3337], [-1.1987, -4.1576, 1.0015], [-2.3829, -5.5464, -0.6205], [-3.4211, -4.2060, -1.0934], [-1.6953, -4.1579, -1.4621]], "forces_ev_per_a": [[0.005, 0.006, 0.252], [0.081, 0.147, -0.182], [-0.348, 0.000, 0.076], [0.168, -0.242, -0.014], [0.178, 0.071, 0.032], [-0.365, 0.244, 0.092], [0.197, -0.359, -0.294], [-0.054, 0.007, 0.025], [-0.063, 0.061, 0.069], [-0.188, 0.187, 0.110], [-0.225, -0.273, -0.067], [0.169, -0.549, -0.097], [0.098, 0.432, 0.089], [0.215, 0.453, 0.020], [0.122, -0.436, 0.026], [-0.161, 0.392, 0.209], [0.076, 0.035, -0.063], [0.022, -0.126, -0.173], [0.119, -0.179, -0.092], [-0.271, 0.266, 0.073], [0.093, -0.116, -0.066], [0.154, -0.064, 0.099], [-0.045, 0.024, -0.014], [-0.135, 0.145, 0.053], [-0.080, 0.005, -0.100], [0.002, -0.045, -0.072], [0.070, -0.053, 0.005], [0.044, 0.002, 0.062], [-0.047, 0.064, 0.046], [-0.053, -0.126, 0.009], [0.050, 0.038, -0.038], [0.030, 0.101, 0.046], [-0.020, -0.085, -0.001], [-0.074, -0.071, 0.046], [0.178, 0.113, 0.036], [-0.036, -0.145, -0.100], [-0.039, 0.105, 0.052], [0.000, 0.012, 0.084], [0.083, -0.006, -0.091], [-0.019, 0.005, 0.099], [0.044, 0.021, -0.062], [0.073, 0.045, -0.016], [0.031, 0.055, -0.007], [0.039, -0.034, 0.097], [-0.053, -0.027, 0.083], [-0.027, -0.103, -0.084], [-0.101, -0.013, -0.121], [0.061, 0.015, -0.134]]}

***

Entry 3:
{"formula": "CH9N2O2", "method": "the ωB97M-V functional and the def2-TZVPD basis", "de_lowest_kcal_mol": 6.8, "charge": 1, "lumo_ev": -3.1, "orbital_gap_ha": 0.4507, "species": ["N", "C", "N", "H", "H", "H", "H", "H", "H", "H", "O", "H", "H", "O"], "xyz": [[0.3846, 1.3771, 0.5372], [0.0468, 1.6584, -0.6929], [-0.0554, 0.7539, -1.6407], [0.3389, 0.4499, 0.9871], [0.4867, 2.1493, 1.1821], [0.0572, 2.6993, -0.9752], [-0.3515, 1.0056, -2.5658], [0.2148, -0.1956, -1.4028], [0.1438, -2.9190, -0.5786], [-1.1927, -2.3917, -1.0865], [-0.2758, -2.1189, -0.9184], [0.4354, -0.7490, 3.1719], [-0.3988, -1.6511, 2.2419], [0.0782, -0.8146, 2.2799]], "forces_ev_per_a": [[-0.390, 0.218, 0.426], [1.155, -0.337, -0.356], [0.040, 0.247, 0.884], [0.012, 0.031, -0.267], [0.000, -0.072, -0.123], [-0.544, 0.208, -0.028], [0.108, -0.041, -0.148], [-0.475, -0.394, -0.364], [0.136, 0.114, -0.111], [0.331, 0.158, -0.019], [-0.418, -0.152, 0.128], [-0.014, -0.060, 0.017], [0.031, 0.086, 0.006], [0.029, -0.005, -0.045]]}

***

Entry 4:
{"formula": "C4H8INS", "method": "the ωB97M-V functional and the def2-TZVPD basis", "de_lowest_kcal_mol": 61.5, "lumo_ev": [-1.5, -2.3], "orbital_gap_ha": [0.2734, 0.2232], "species": ["C", "C", "C", "C", "N", "S", "I", "H", "H", "H", "H", "H", "H", "H", "H"], "xyz": [[-0.2697, -1.2866, 0.6830], [1.0523, -1.6813, 0.0350], [-0.5298, 0.6801, -0.5772], [-0.3920, 2.1518, -0.6246], [-0.4685, 0.0506, 0.5102], [0.8034, -2.0722, -1.7536], [-0.0985, 1.6050, 2.6659], [-1.2203, -1.8513, 0.2983], [-0.1904, -1.5341, 1.7491], [1.8918, -0.9519, 0.1674], [1.3487, -2.6190, 0.4678], [-0.6036, 0.1976, -1.5288], [0.5794, 2.4448, -1.0675], [-0.7906, 2.4259, 0.3827], [-1.1123, 2.4404, -1.4076]], "forces_ev_per_a": [[-1.257, -3.037, -0.032], [0.324, -0.438, -1.301], [0.783, -0.030, 0.567], [-1.908, -0.351, -0.636], [-0.248, 3.527, 0.067], [0.241, 0.285, 0.686], [0.124, -0.176, 0.592], [1.880, 0.449, 0.398], [-0.137, 0.222, -0.110], [-1.056, -0.408, 0.054], [0.305, -0.551, 0.196], [0.028, -0.906, -0.805], [-0.241, 0.046, 1.080], [1.132, 0.954, -1.056], [0.031, 0.414, 0.299]]}

***

Entry 5:
{"formula": "C3H5N2O2", "method": "the ωB97M-V functional and the def2-TZVPD basis", "smiles": "Cc1c[nH]o[n+]1=O", "de_lowest_kcal_mol": 178.6, "charge": 1, "lumo_ev": [-7.0, -7.0], "orbital_gap_ha": [0.2867, 0.2863], "species": ["C", "C", "C", "N", "N", "O", "O", "H", "H", "H", "H", "H"], "xyz": [[0.8984, -0.5025, -0.7312], [-0.0571, 0.2270, -0.0988], [-0.7720, 1.4740, -0.4143], [1.2541, -1.5629, -0.0018], [-0.3409, -0.4391, 1.0213], [-1.7705, -0.4855, 1.8051], [0.4503, -1.5429, 1.1235], [1.3663, -0.2676, -1.7685], [-0.5921, 2.1846, 0.3860], [-1.7645, 1.1729, -0.0695], [-0.5967, 2.0395, -1.3116], [1.9247, -2.2974, 0.0599]], "forces_ev_per_a": [[3.633, -1.287, -3.214], [-0.784, 0.922, 1.200], [-0.564, -0.204, 1.877], [-3.072, 2.570, 1.022], [-4.089, -1.505, 1.640], [5.301, 0.401, -2.539], [-0.091, 0.316, -0.170], [-0.769, -0.613, 2.129], [0.611, 0.165, 0.346], [-0.787, 0.461, -1.132], [-0.214, -0.638, -0.683], [0.826, -0.589, -0.476]]}